[1]
Below is a cluster of 2 separate species, C24H43Cl2I2N3O5P in total at a distorted geometry, with properties calculated with ωB97M-V/def2-TZVPD.

The value obtained for the HOMO-LUMO gap is 7.4 eV. The value obtained for the max |F| is 0.0442 Eh/bohr. Its charge is +1.

Positions of all 80 atoms, in Å:
C 4.792 -0.504 -0.614
O 4.826 0.662 0.183
C 4.497 1.866 -0.488
C 3.078 2.312 -0.145
C 2.395 3.121 -1.269
C 1.524 2.226 -2.168
C 0.179 2.846 -2.602
C -1.025 2.068 -2.051
C -2.200 2.050 -3.013
C -3.331 1.037 -2.656
C -3.401 0.662 -1.210
C -3.118 -0.530 -0.588
C -2.698 -1.883 -1.074
I -4.046 -2.603 -2.594
C -1.232 -2.085 -1.490
C -0.859 -1.626 -2.908
I 0.130 -1.272 -0.052
N -3.395 -0.272 0.763
O -3.319 -1.305 1.693
C -2.328 -1.240 2.550
N -1.434 -1.173 3.240
C -3.838 0.978 0.967
C -4.320 1.649 2.231
Cl -4.988 0.463 3.363
C -3.261 2.599 2.871
C -3.922 3.867 3.463
Cl -2.300 1.826 4.140
N -3.841 1.575 -0.248
P -4.355 3.231 -0.771
C -6.094 2.929 -1.260
O -4.535 4.057 0.619
H 4.212 -1.272 -0.102
H 5.794 -0.901 -0.770
H 4.332 -0.337 -1.588
H 4.648 1.797 -1.566
H 5.204 2.616 -0.133
H 3.085 2.886 0.777
H 2.517 1.402 0.069
H 1.821 3.914 -0.799
H 3.195 3.528 -1.884
H 2.099 1.909 -3.034
H 1.298 1.327 -1.600
H 0.139 3.867 -2.230
H 0.109 2.935 -3.684
H -0.734 1.050 -1.816
H -1.318 2.563 -1.123
H -2.630 3.046 -3.047
H -1.842 1.833 -4.018
H -3.272 0.154 -3.272
H -4.271 1.527 -2.913
H -2.883 -2.558 -0.246
H -1.061 -3.154 -1.465
H -1.056 -2.445 -3.593
H 0.212 -1.460 -2.944
H -1.383 -0.738 -3.229
H -5.167 2.254 1.943
H -2.578 2.886 2.078
H -4.999 3.798 3.335
H -3.689 3.948 4.514
H -3.574 4.741 2.929
H -6.416 1.902 -1.099
H -6.218 3.179 -2.308
H -6.775 3.568 -0.698
H -5.448 4.367 0.705
C 4.458 -6.306 0.646
O 3.947 -5.047 1.052
C 3.562 -5.024 2.420
C 4.593 -4.326 3.278
O 5.807 -5.055 3.334
C 6.822 -4.524 2.500
H 4.901 -6.179 -0.340
H 5.224 -6.670 1.334
H 3.652 -7.044 0.575
H 3.382 -6.038 2.787
H 2.620 -4.469 2.483
H 4.210 -4.255 4.301
H 4.767 -3.309 2.911
H 7.205 -3.584 2.910
H 6.460 -4.356 1.482
H 7.634 -5.248 2.469

---

[2]
Below is a cluster of 6 separate species, C24H43F2NO10 in total at a distorted geometry, with properties calculated with ωB97M-V/def2-TZVPD.

The value obtained for the HOMO-LUMO gap is 8.3 eV. The value obtained for the max |F| is 0.0508 Eh/bohr. Its charge is 0. Its SMILES is CC1(C)CCCC(C)(C)N1O.O=C1OC[C@@H](F)O1.O=C1OC[C@@H](F)O1.CC(C)=O.CC(C)=O.CC(C)=O.

Positions of all 80 atoms, in Å:
C 0.356 3.268 0.886
C -0.285 3.070 2.274
C -1.476 2.117 2.072
C -1.040 0.636 1.914
C -0.185 0.199 3.121
C 1.022 1.129 3.344
N 0.650 2.522 3.237
O 1.763 3.401 3.270
C 1.539 0.757 4.751
C 2.200 0.706 2.395
C -0.838 4.433 2.675
H 0.809 2.316 0.589
H 1.209 3.948 0.801
H -0.321 3.642 0.116
H -2.119 2.320 2.929
H -1.921 2.336 1.103
H -0.358 0.472 1.080
H -1.944 0.033 1.876
H 0.189 -0.784 2.836
H -0.876 0.221 3.964
H 1.909 -0.262 4.707
H 2.307 1.493 4.998
H 0.707 0.837 5.450
H 2.109 1.038 1.355
H 3.132 1.090 2.799
H 2.157 -0.370 2.202
H -1.699 4.808 2.118
H -0.159 5.286 2.602
H -1.143 4.394 3.728
H 2.154 3.336 4.149
C -3.288 -0.661 -5.650
C -3.353 -1.910 -4.815
O -2.563 -2.798 -4.990
C -4.528 -1.958 -3.866
H -4.239 -0.479 -6.146
H -2.470 -0.823 -6.351
H -3.041 0.215 -5.046
H -5.397 -1.483 -4.312
H -4.271 -1.471 -2.923
H -4.767 -2.983 -3.578
C -1.953 -1.215 -0.684
C -0.633 -1.108 -1.390
O 0.026 -0.083 -1.375
C -0.233 -2.202 -2.360
H -2.655 -1.288 -1.517
H -2.100 -0.311 -0.111
H -2.009 -2.070 -0.012
H 0.846 -2.206 -2.428
H -0.719 -2.160 -3.343
H -0.694 -3.167 -2.114
C -3.770 -0.689 4.503
C -4.303 0.419 3.612
O -4.389 1.539 4.076
C -4.849 0.178 2.249
H -4.203 -1.675 4.328
H -4.021 -0.424 5.528
H -2.688 -0.769 4.388
H -4.144 0.558 1.506
H -5.812 0.678 2.176
H -5.001 -0.871 1.989
C 2.744 1.187 -1.692
C 3.357 0.413 -2.884
O 4.699 0.324 -2.426
C 4.987 1.389 -1.619
O 6.048 1.750 -1.263
O 3.835 1.997 -1.295
F 3.270 1.068 -4.068
H 2.304 0.443 -1.031
H 1.919 1.786 -2.072
H 2.918 -0.581 -2.987
C 4.686 -2.815 -2.531
C 5.424 -3.893 -3.308
O 4.471 -4.911 -3.428
C 3.235 -4.484 -3.092
O 2.236 -5.100 -3.176
O 3.296 -3.205 -2.645
F 6.518 -4.338 -2.628
H 4.905 -1.788 -2.808
H 4.761 -2.864 -1.442
H 5.760 -3.552 -4.291

---

[3]
Below is a cluster of 3 separate species, C24H43FIN2O10 in total at a distorted geometry, with properties calculated with ωB97M-V/def2-TZVPD.

The value obtained for the HOMO-LUMO gap is 7.3 eV. The value obtained for the max |F| is 0.0312 Eh/bohr. Its charge is -1.

Positions of all 81 atoms, in Å:
C 1.553 1.044 -0.965
C 0.822 0.337 -1.597
C -0.069 -0.505 -2.375
C -1.461 0.137 -2.597
C -2.624 -0.604 -1.895
N -3.682 -1.038 -2.820
C -4.909 -0.452 -2.556
O -5.145 0.710 -2.799
N -5.950 -1.302 -2.025
C -6.022 -1.294 -0.624
O -5.658 -0.456 0.132
F -6.685 -2.367 -0.205
C -3.730 -2.501 -3.051
C -2.514 -2.932 -3.890
C -1.380 -3.670 -3.144
C -1.406 -5.169 -3.416
I -0.539 -6.314 -1.857
C -3.887 -3.369 -1.777
O -3.923 -4.595 -2.026
O -3.939 -2.757 -0.664
H 2.303 1.433 -0.320
H -0.152 -1.435 -1.816
H 0.404 -0.707 -3.330
H -1.441 1.166 -2.255
H -1.669 0.172 -3.660
H -3.065 0.090 -1.190
H -2.231 -1.455 -1.370
H -6.812 -0.912 -2.399
H -4.611 -2.673 -3.659
H -2.100 -2.058 -4.384
H -2.867 -3.596 -4.675
H -1.357 -3.449 -2.084
H -0.440 -3.302 -3.555
H -2.421 -5.509 -3.550
H -0.866 -5.371 -4.334
C 2.682 5.836 3.594
O 3.759 5.850 2.684
C 4.246 4.566 2.339
C 4.571 4.452 0.867
O 3.450 4.416 0.004
C 2.682 5.590 -0.192
C 3.369 6.688 -0.970
O 4.376 7.337 -0.209
C 5.525 7.676 -0.945
H 3.025 5.643 4.617
H 2.214 6.818 3.563
H 1.934 5.085 3.318
H 3.520 3.791 2.605
H 5.170 4.383 2.905
H 5.054 3.481 0.728
H 5.292 5.214 0.562
H 2.279 5.970 0.749
H 1.834 5.259 -0.796
H 2.612 7.432 -1.250
H 3.795 6.265 -1.887
H 5.865 6.839 -1.566
H 6.312 7.917 -0.232
H 5.351 8.549 -1.585
C -1.642 -5.550 3.306
O -0.477 -4.764 3.443
C 0.506 -5.015 2.457
C 1.135 -3.741 1.937
O 0.286 -2.970 1.117
C -0.807 -2.282 1.710
C -0.429 -1.096 2.563
O 0.155 -1.480 3.805
C 1.213 -0.654 4.213
H -1.475 -6.574 3.666
H -2.420 -5.089 3.912
H -1.986 -5.581 2.268
H 0.077 -5.561 1.611
H 1.299 -5.632 2.905
H 1.955 -4.045 1.279
H 1.574 -3.151 2.746
H -1.468 -2.964 2.244
H -1.377 -1.894 0.871
H -1.343 -0.525 2.772
H 0.260 -0.456 2.001
H 1.916 -0.466 3.392
H 1.747 -1.173 5.010
H 0.851 0.307 4.600

---

[4]
Below is a cluster of 4 separate species, C24H43IO5 in total at a distorted geometry, with properties calculated with ωB97M-V/def2-TZVPD.

The value obtained for the HOMO-LUMO gap is 7.3 eV. The value obtained for the max |F| is 0.0902 Eh/bohr. Its charge is 0. Its SMILES is C=CC1=C(CCCC)C(=O)C(I)=CC1=O.CCOCC.CCOCC.CCOCC.

Positions of all 73 atoms, in Å:
C 0.392 1.597 -4.458
C 1.480 1.748 -3.530
C 2.261 0.398 -3.164
C 2.135 -0.260 -1.900
C 1.185 0.289 -0.733
C 1.942 0.579 0.648
C 2.133 -0.694 1.605
C 0.838 -1.623 1.772
C 2.978 -1.612 -1.755
O 2.705 -2.485 -0.886
C 4.184 -1.952 -2.738
I 5.641 -3.442 -2.087
C 4.265 -1.282 -3.992
C 3.182 -0.185 -4.350
O 3.038 0.226 -5.535
H -0.341 0.739 -4.253
H 0.259 2.242 -5.383
H 1.759 2.764 -3.104
H 0.329 -0.475 -0.649
H 0.669 1.275 -1.036
H 1.436 1.403 1.257
H 3.004 0.965 0.404
H 2.367 -0.275 2.657
H 3.085 -1.270 1.308
H 0.617 -1.713 2.902
H -0.114 -1.214 1.303
H 1.029 -2.708 1.431
H 5.114 -1.568 -4.686
C 2.787 3.194 4.732
C 1.599 3.413 3.809
O 0.487 2.580 4.108
C -0.076 2.721 5.405
C -0.592 4.120 5.694
H 3.110 2.149 4.696
H 3.623 3.832 4.436
H 2.544 3.424 5.771
H 1.901 3.175 2.787
H 1.295 4.465 3.804
H 0.644 2.401 6.166
H -0.912 2.018 5.458
H 0.205 4.865 5.661
H -1.047 4.159 6.686
H -1.342 4.411 4.953
C -1.597 -6.125 3.234
C -0.658 -5.083 3.819
O -1.327 -3.928 4.309
C -2.271 -4.139 5.350
C -1.668 -4.758 6.599
H -2.190 -5.692 2.423
H -1.029 -6.972 2.842
H -2.296 -6.508 3.980
H 0.020 -4.740 3.034
H -0.028 -5.516 4.603
H -3.112 -4.736 4.981
H -2.679 -3.157 5.603
H -1.249 -5.747 6.405
H -2.428 -4.861 7.377
H -0.858 -4.130 6.983
C -4.485 1.131 -6.314
C -3.940 2.525 -6.055
O -2.524 2.607 -6.142
C -1.948 2.259 -7.396
C -2.427 3.130 -8.544
H -4.048 0.413 -5.613
H -5.571 1.119 -6.198
H -4.254 0.784 -7.323
H -4.205 2.822 -5.037
H -4.403 3.259 -6.721
H -2.117 1.198 -7.607
H -0.867 2.383 -7.287
H -3.504 3.040 -8.704
H -1.926 2.844 -9.472
H -2.213 4.182 -8.341

---

[5]
Below is a structure of composition C24H43N2ORuSSi3 at a distorted geometry, with properties calculated with ωB97M-V/def2-TZVPD.

The value obtained for the HOMO-LUMO gap (alpha / beta) is 6.9 / 6.7 eV. The value obtained for the max |F| is 0.0542 Eh/bohr. Its charge is +1. Its expectation value of S² is 6.05. The multiplicity is 5.

Positions of all 75 atoms, in Å:
Ru 0.985 0.962 -0.079
C 1.773 0.583 4.344
Si 0.472 1.245 3.212
C 1.026 2.938 2.500
C -1.157 1.419 3.990
N 0.364 0.274 1.691
C 0.109 -1.080 1.747
C -0.155 -1.862 2.869
C -0.258 -3.216 2.819
C -0.274 -3.933 1.552
C -0.125 -3.147 0.477
C 0.088 -1.719 0.473
N 0.210 -0.991 -0.654
Si -0.115 -1.605 -2.317
C 1.489 -2.455 -2.739
C -0.395 -0.141 -3.385
C -1.612 -2.712 -2.450
H 1.824 1.214 5.193
H 2.803 0.582 3.943
H 1.598 -0.469 4.751
H 1.031 3.650 3.349
H 0.422 3.270 1.668
H 2.014 2.748 2.128
H -0.989 2.220 4.769
H -1.346 0.464 4.479
H -1.994 1.687 3.377
H -0.120 -1.412 3.791
H -0.201 -3.818 3.789
H -0.258 -5.070 1.498
H -0.082 -3.602 -0.483
H 1.671 -3.292 -2.055
H 2.308 -1.726 -2.686
H 1.451 -2.927 -3.690
H 0.282 0.611 -2.957
H -1.419 0.237 -3.461
H -0.010 -0.398 -4.385
H -1.245 -3.622 -2.902
H -2.423 -2.386 -3.129
H -2.018 -3.047 -1.459
C 4.740 2.623 -0.351
Si 3.882 1.160 -1.054
C 5.085 -0.256 -1.545
C 2.839 1.571 -2.582
C 2.910 0.499 0.394
H 5.580 3.014 -0.929
H 5.224 2.386 0.598
H 4.048 3.475 -0.152
H 5.474 0.026 -2.538
H 4.514 -1.216 -1.686
H 5.905 -0.388 -0.871
H 3.535 2.033 -3.315
H 2.016 2.305 -2.523
H 2.413 0.704 -3.084
H 3.163 1.061 1.365
H 3.001 -0.540 0.547
C -5.198 -2.221 -0.453
C -4.384 -1.015 -0.755
C -3.445 -0.628 0.211
C -2.660 0.501 0.040
C -2.929 1.289 -1.062
C -3.806 0.907 -2.044
C -4.441 -0.328 -1.936
S -1.922 2.807 -1.280
C -2.501 3.737 0.124
O -0.511 2.351 -0.902
H -5.833 -2.494 -1.299
H -5.825 -2.065 0.444
H -4.521 -3.071 -0.323
H -3.319 -1.181 1.131
H -1.854 0.723 0.729
H -3.914 1.499 -2.957
H -5.166 -0.550 -2.720
H -2.142 3.316 1.066
H -3.586 3.789 0.184
H -2.097 4.708 -0.048

---

[6]
Below is a structure of composition C24H44AlCl7N8 at a distorted geometry, with properties calculated with ωB97M-V/def2-TZVPD.

The value obtained for the HOMO-LUMO gap is 3.8 eV. The value obtained for the max |F| is 0.1466 Eh/bohr. Its charge is 0.

Positions of all 84 atoms, in Å:
Al -0.935 -0.355 0.095
C 2.396 1.814 5.766
C 1.701 1.911 4.366
N 2.253 2.859 3.517
C 2.545 4.217 3.742
C 3.010 4.817 2.630
N 3.315 3.808 1.739
C 2.877 2.606 2.259
C 3.918 4.044 0.467
H 3.465 1.650 5.636
H 1.891 1.152 6.470
H 2.281 2.725 6.353
H 0.627 2.074 4.445
H 1.897 0.968 3.856
H 2.330 4.828 4.606
H 3.184 5.826 2.286
H 2.762 1.665 1.742
H 4.450 4.996 0.474
H 3.066 3.998 -0.211
H 4.574 3.184 0.332
C -3.189 4.495 -1.009
C -3.387 5.558 -2.119
N -4.463 6.480 -1.929
C -4.348 7.604 -1.201
C -5.561 8.269 -1.160
N -6.402 7.544 -1.920
C -5.772 6.385 -2.331
C -7.773 7.899 -2.308
H -4.014 3.790 -1.107
H -3.264 4.812 0.032
H -2.299 3.872 -1.096
H -3.594 5.138 -3.103
H -2.436 6.091 -2.127
H -3.417 7.877 -0.725
H -5.860 9.204 -0.709
H -6.201 5.714 -3.061
H -7.791 7.832 -3.396
H -8.006 8.930 -2.040
H -8.549 7.257 -1.892
C 3.569 -2.441 -1.573
C 3.587 -2.806 -3.089
N 4.664 -3.739 -3.395
C 4.466 -5.079 -3.656
C 5.703 -5.650 -4.078
N 6.657 -4.561 -4.012
C 5.945 -3.415 -3.655
C 8.064 -4.690 -4.389
H 2.732 -1.850 -1.203
H 4.433 -1.856 -1.256
H 3.569 -3.397 -1.048
H 3.729 -1.904 -3.684
H 2.592 -3.127 -3.395
H 3.464 -5.448 -3.498
H 6.011 -6.656 -4.326
H 6.370 -2.422 -3.661
H 8.428 -5.676 -4.103
H 8.766 -4.008 -3.909
H 8.139 -4.544 -5.466
C -4.906 -6.374 3.216
C -3.880 -5.184 3.334
N -2.743 -5.260 2.405
C -1.575 -4.468 2.557
C -0.730 -4.788 1.497
N -1.370 -5.790 0.751
C -2.553 -6.124 1.303
C -0.790 -6.445 -0.400
H -4.439 -7.292 3.575
H -5.218 -6.399 2.172
H -5.808 -6.268 3.818
H -3.571 -5.107 4.376
H -4.445 -4.283 3.096
H -1.416 -3.871 3.442
H 0.244 -4.452 1.174
H -3.205 -6.892 0.913
H -1.405 -6.373 -1.298
H -0.753 -7.502 -0.136
H 0.166 -6.063 -0.757
Cl -0.671 2.682 1.771
Cl -4.156 1.297 0.203
Cl -2.770 -1.218 3.078
Cl -0.530 -3.200 -1.919
Cl 1.797 1.474 -1.329
Cl 1.411 -2.000 2.133
Cl -2.855 -0.369 -2.947

---

> What is the formula in the sixth record?

C24H44AlCl7N8

---

Please write out number 6 again, unchanged.
Below is a structure of composition C24H44AlCl7N8 at a distorted geometry, with properties calculated with ωB97M-V/def2-TZVPD.

The value obtained for the HOMO-LUMO gap is 3.8 eV. The value obtained for the max |F| is 0.1466 Eh/bohr. Its charge is 0.

Positions of all 84 atoms, in Å:
Al -0.935 -0.355 0.095
C 2.396 1.814 5.766
C 1.701 1.911 4.366
N 2.253 2.859 3.517
C 2.545 4.217 3.742
C 3.010 4.817 2.630
N 3.315 3.808 1.739
C 2.877 2.606 2.259
C 3.918 4.044 0.467
H 3.465 1.650 5.636
H 1.891 1.152 6.470
H 2.281 2.725 6.353
H 0.627 2.074 4.445
H 1.897 0.968 3.856
H 2.330 4.828 4.606
H 3.184 5.826 2.286
H 2.762 1.665 1.742
H 4.450 4.996 0.474
H 3.066 3.998 -0.211
H 4.574 3.184 0.332
C -3.189 4.495 -1.009
C -3.387 5.558 -2.119
N -4.463 6.480 -1.929
C -4.348 7.604 -1.201
C -5.561 8.269 -1.160
N -6.402 7.544 -1.920
C -5.772 6.385 -2.331
C -7.773 7.899 -2.308
H -4.014 3.790 -1.107
H -3.264 4.812 0.032
H -2.299 3.872 -1.096
H -3.594 5.138 -3.103
H -2.436 6.091 -2.127
H -3.417 7.877 -0.725
H -5.860 9.204 -0.709
H -6.201 5.714 -3.061
H -7.791 7.832 -3.396
H -8.006 8.930 -2.040
H -8.549 7.257 -1.892
C 3.569 -2.441 -1.573
C 3.587 -2.806 -3.089
N 4.664 -3.739 -3.395
C 4.466 -5.079 -3.656
C 5.703 -5.650 -4.078
N 6.657 -4.561 -4.012
C 5.945 -3.415 -3.655
C 8.064 -4.690 -4.389
H 2.732 -1.850 -1.203
H 4.433 -1.856 -1.256
H 3.569 -3.397 -1.048
H 3.729 -1.904 -3.684
H 2.592 -3.127 -3.395
H 3.464 -5.448 -3.498
H 6.011 -6.656 -4.326
H 6.370 -2.422 -3.661
H 8.428 -5.676 -4.103
H 8.766 -4.008 -3.909
H 8.139 -4.544 -5.466
C -4.906 -6.374 3.216
C -3.880 -5.184 3.334
N -2.743 -5.260 2.405
C -1.575 -4.468 2.557
C -0.730 -4.788 1.497
N -1.370 -5.790 0.751
C -2.553 -6.124 1.303
C -0.790 -6.445 -0.400
H -4.439 -7.292 3.575
H -5.218 -6.399 2.172
H -5.808 -6.268 3.818
H -3.571 -5.107 4.376
H -4.445 -4.283 3.096
H -1.416 -3.871 3.442
H 0.244 -4.452 1.174
H -3.205 -6.892 0.913
H -1.405 -6.373 -1.298
H -0.753 -7.502 -0.136
H 0.166 -6.063 -0.757
Cl -0.671 2.682 1.771
Cl -4.156 1.297 0.203
Cl -2.770 -1.218 3.078
Cl -0.530 -3.200 -1.919
Cl 1.797 1.474 -1.329
Cl 1.411 -2.000 2.133
Cl -2.855 -0.369 -2.947

---

> Look up the max |F| of the fifth one.

0.0542 Eh/bohr